Entry 1:
Computed, not measured: a structure of composition C7H24HfN12O9 at a distorted geometry, with wB97M-V/def2-TZVPD.

```
53
Properties=species:S:1:pos:R:3:forces:R:3:nbo_charge:R:1
Hf 6.1834 11.6514 14.2735 1.593 -4.436 6.191 2.18
C 7.0162 9.8605 16.0545 -3.228 4.838 -3.236 0.99
O 7.4681 9.6765 15.0018 11.484 -7.980 -10.846 -0.68
O 7.1995 11.0588 16.2897 4.791 10.859 7.575 -0.85
O 5.7964 9.9039 15.7490 -14.010 -2.716 1.254 -0.88
C 4.4663 6.7041 15.1984 1.073 -6.826 -2.005 0.74
O 4.0241 5.5975 15.4164 -1.497 -1.452 -0.635 -0.66
N 4.2196 7.6730 15.9549 -1.572 5.640 3.054 -0.83
N 5.4393 6.9091 14.2970 2.256 2.311 -1.638 -0.85
H 3.3176 7.6911 16.4089 0.696 -0.109 0.332 0.40
H 4.7420 8.5050 15.7201 -0.707 0.659 0.763 0.40
H 5.6932 6.4967 13.4106 -0.681 -0.785 0.726 0.42
H 5.8809 7.8081 14.4272 0.282 -0.071 -0.455 0.36
C 4.7327 9.3167 19.6720 2.794 -0.432 -1.691 0.76
O 5.7638 8.6668 19.8009 -0.435 0.305 -0.027 -0.65
N 3.7206 9.2963 20.4902 -2.960 -0.835 3.215 -0.83
N 4.5045 10.1357 18.6113 -0.048 0.334 0.026 -0.86
H 3.7102 8.6051 21.2266 0.201 0.192 -0.104 0.42
H 2.9315 9.9266 20.4906 0.418 -0.101 -0.182 0.38
H 5.2521 10.2190 17.9372 -0.749 0.301 -0.238 0.42
H 3.5508 10.4664 18.5783 0.717 0.319 -0.926 0.36
C 11.3341 9.1396 16.2560 -2.539 -4.177 0.711 0.74
O 10.8097 8.1312 16.7420 0.271 0.735 0.888 -0.67
N 10.6737 10.1930 15.9192 -4.023 3.859 -0.678 -0.82
N 12.5204 9.1694 15.8101 6.420 -1.294 -0.814 -0.81
H 9.7004 9.9231 15.9198 -0.303 0.770 -0.350 0.40
H 11.0087 10.6687 15.0936 -0.345 0.172 0.232 0.36
H 12.8468 9.7433 15.0457 0.046 -0.186 0.526 0.39
H 13.0323 8.3508 16.1067 0.509 0.191 -0.588 0.41
C 8.2551 13.6133 18.6558 -0.335 1.736 4.186 0.74
O 8.5135 14.2966 19.6301 0.906 1.847 -0.002 -0.66
N 8.2717 12.3401 18.7947 0.568 -5.404 -0.702 -0.81
N 7.6679 14.0755 17.5699 -0.737 1.447 -3.531 -0.87
H 8.7088 11.9085 19.5965 -0.095 0.449 -0.080 0.42
H 8.0792 11.7285 18.0143 0.044 -0.053 0.065 0.40
H 7.2583 13.3956 16.9453 -0.178 0.356 0.053 0.38
H 7.4391 15.0591 17.5527 -0.268 -0.344 0.139 0.41
C 9.0945 13.6625 14.0795 0.302 0.456 0.042 0.80
O 8.1479 12.9134 14.1918 -6.119 -4.502 -0.087 -0.82
N 9.2353 14.6253 14.8969 1.423 3.482 1.732 -0.75
N 9.9729 13.4890 13.1439 1.783 -0.405 -2.376 -0.78
H 10.0687 15.1824 14.7733 -0.213 0.236 0.557 0.41
H 8.6155 14.8283 15.6680 0.107 -0.400 0.122 0.44
H 9.7609 12.7598 12.4780 0.330 0.242 -0.087 0.42
H 10.5352 14.2796 12.8630 0.187 -0.414 -0.179 0.42
C 2.9476 10.9732 15.5329 -1.068 -1.887 0.308 0.79
O 3.7188 11.1212 14.6196 4.989 1.079 -4.621 -0.78
N 2.2583 9.9099 15.7314 -1.900 -4.185 -1.143 -0.78
N 2.7362 11.8679 16.3836 -0.037 4.891 3.483 -0.76
H 2.3433 9.1905 15.0276 -0.148 -0.159 0.207 0.43
H 1.5426 9.7860 16.4331 0.250 0.171 -0.187 0.41
H 3.4352 12.5944 16.3225 -0.740 0.517 0.945 0.41
H 2.0458 11.7214 17.1061 0.496 0.757 0.079 0.41
```
Forces are in eV/Å.

Values from the calculation:
Multiplicity ... 2
Charge ... +1
Frontier orbital gap (alpha / beta) ... 5.2596 / 4.3810 eV
HOMO level (alpha / beta) ... -10.902 / -10.901 eV



Entry 2:
Computed, not measured: an isolated molecule of H2N2O3S at a distorted geometry, with wB97M-V/def2-TZVPD.

```
8
Properties=species:S:1:pos:R:3:forces:R:3:nbo_charge:R:1
O 0.3230 -0.6313 -1.8459 0.049 -0.144 -0.851 -0.36
N 0.1759 -0.8258 -0.6744 -0.019 0.531 -0.386 0.62
O 0.1825 -1.8753 -0.0941 -0.008 -0.917 0.405 -0.39
N 0.0624 0.3207 0.0877 0.019 -1.372 4.502 -0.25
O -0.2463 -0.1022 1.6544 0.341 1.583 -3.196 -0.55
S -0.6618 1.6812 -0.4571 -0.440 0.568 -0.018 0.33
H -0.2279 -1.0721 1.6092 0.106 -0.115 -0.390 0.48
H 0.3922 2.5048 -0.2799 -0.047 -0.135 -0.067 0.12
```
Forces are in eV/Å.

Values from the calculation:
Frontier orbital gap ... 10.4912 eV
Structure (SMILES) ... O=[N+]([O-])N(O)S
HOMO level ... -10.655 eV



Entry 3:
Computed, not measured: a cluster of 8 separate species, C11H39N5O8 in total at a distorted geometry, with wB97M-V/def2-TZVPD.

```
63
Properties=species:S:1:pos:R:3:forces:R:3:nbo_charge:R:1
C -2.3175 -2.4695 2.5119 0.229 0.541 0.216 -0.24
O -1.0136 -1.9419 2.2926 -0.450 -0.061 -0.013 -0.57
C -0.8078 -0.6131 2.7585 0.311 -0.252 -0.511 -0.08
C -0.0012 -0.6146 4.0365 1.254 -0.304 0.936 -0.09
C -0.7699 -1.0291 5.2912 -0.340 0.075 0.368 -0.63
N 0.7428 0.6815 4.1493 -1.578 -0.496 -0.021 -0.81
H -3.0378 -1.7320 2.1477 -0.245 -0.208 0.025 0.17
H -2.4772 -2.6488 3.5780 -0.143 -0.032 -0.020 0.17
H -2.4253 -3.4037 1.9692 0.148 0.005 -0.077 0.20
H -0.2333 -0.1149 1.9726 0.105 0.058 0.121 0.20
H -1.7568 -0.0678 2.8278 -0.050 -0.109 0.239 0.18
H 0.7709 -1.3902 3.9873 0.034 0.078 -0.656 0.20
H -0.2009 -0.8715 6.2127 0.199 0.302 -0.198 0.21
H -0.9430 -2.1074 5.3183 -0.284 0.042 -0.342 0.22
H -1.7188 -0.4974 5.4103 -0.028 -0.062 -0.052 0.20
H -0.0361 1.3437 4.1200 0.503 0.504 0.141 0.33
H 1.0850 0.7301 5.1048 0.131 0.134 -0.058 0.36
N 1.1544 4.0727 -3.7635 0.039 -0.544 0.140 -0.83
C 1.1883 3.4517 -2.5521 -0.631 1.214 0.120 0.80
N 2.0027 4.0307 -1.6325 0.015 -0.468 -0.182 -0.83
O 0.4002 2.5493 -2.2696 0.094 0.132 -0.032 -0.72
H 1.8176 4.7734 -4.0339 -0.110 0.048 -0.081 0.40
H 0.3928 3.8132 -4.3626 0.185 -0.023 -0.243 0.42
H 2.6252 4.7756 -1.8816 0.047 0.010 0.226 0.40
H 1.9577 3.6723 -0.6974 0.307 0.006 0.039 0.41
N -1.3046 2.7716 1.6238 -0.575 0.233 -0.536 -0.86
C -2.3571 3.0685 0.7878 -0.095 -0.159 -0.232 0.77
N -1.9641 3.2246 -0.5165 0.025 0.053 1.154 -0.86
O -3.5082 3.1611 1.1717 0.057 0.080 0.089 -0.66
H -1.5489 2.5496 2.5676 0.371 -0.010 0.131 0.40
H -0.3872 2.7335 1.2229 0.224 -0.214 0.628 0.39
H -2.6866 3.4451 -1.1730 0.208 -0.168 -0.330 0.41
H -1.0346 2.9062 -0.7337 -0.241 0.153 -0.973 0.40
C 4.2626 1.1050 -2.4082 -0.104 0.640 0.377 -0.24
O 4.1142 -0.2483 -2.0611 -0.126 0.197 -0.128 -0.72
H 4.0983 1.7639 -1.5420 0.205 -0.081 0.067 0.14
H 5.2759 1.2736 -2.7673 0.013 -0.097 -0.059 0.18
H 3.5522 1.4776 -3.1588 0.030 -0.401 -0.226 0.15
H 3.2146 -0.3303 -1.7221 -0.228 -0.270 -0.024 0.49
C 2.4952 -2.2990 1.4958 0.303 -1.452 0.066 -0.26
O 1.3302 -3.1169 1.5012 -0.071 0.372 0.178 -0.75
H 3.2940 -2.9855 1.1968 0.012 0.300 -0.386 0.18
H 2.4157 -1.4859 0.7754 0.129 0.282 0.229 0.17
H 2.8124 -2.0225 2.5072 -0.367 0.618 -0.059 0.16
H 0.5777 -2.6094 1.8509 0.129 -0.308 -0.168 0.49
C -3.1400 -2.5855 -1.0023 -0.234 -0.208 -0.233 -0.25
O -3.0018 -2.8548 -2.3946 0.107 0.394 -0.233 -0.73
H -3.9668 -3.2011 -0.6392 0.210 -0.052 0.400 0.17
H -2.2103 -2.7644 -0.4623 -0.081 -0.114 0.123 0.18
H -3.4234 -1.5436 -0.8491 0.075 0.059 -0.214 0.18
H -2.2687 -3.4548 -2.5424 -0.008 -0.059 0.185 0.47
C -0.2050 -0.4640 -1.0403 1.910 -0.372 -0.394 -0.26
O 1.0679 0.1119 -1.4378 -0.742 0.802 0.105 -0.79
H 0.0945 -1.0310 -0.1577 -0.934 -0.177 0.136 0.18
H -0.9553 0.3067 -0.8683 -0.074 -0.101 0.197 0.17
H -0.4983 -1.1325 -1.8517 -0.407 -0.070 0.229 0.17
H 0.8367 1.0361 -1.6687 0.553 -0.476 -0.188 0.49
C -0.3258 -1.5326 -4.7919 -0.236 -0.108 -0.521 -0.26
O 0.5722 -2.5948 -4.4997 0.217 0.314 0.190 -0.72
H 0.1501 -0.5562 -4.7058 0.354 -0.207 0.376 0.18
H -0.6356 -1.5991 -5.8414 -0.283 -0.062 0.102 0.16
H -1.1947 -1.5605 -4.1326 -0.094 0.121 -0.092 0.17
H 0.0543 -3.3547 -4.2281 0.023 -0.040 -0.054 0.46
```
Forces are in eV/Å.

Values from the calculation:
Frontier orbital gap ... 9.7125 eV
Structure (SMILES) ... COC[C@H](C)N.NC(N)=O.NC(N)=O.CO.CO.CO.CO.CO
HOMO level ... -9.601 eV



Entry 4:
Computed, not measured: the ion C5H16N3 with charge +1 at a distorted geometry, with wB97M-V/def2-TZVPD.

```
24
Properties=species:S:1:pos:R:3:forces:R:3:nbo_charge:R:1
C -1.0214 2.4435 2.3330 0.607 2.246 0.750 -0.44
N -0.8372 2.6661 0.9058 0.014 -1.024 -0.681 -0.61
C -0.1323 1.6056 0.1899 0.636 0.119 0.478 -0.24
C -0.7479 0.1584 0.3100 0.710 0.841 -2.091 -0.24
N -0.5543 -0.6628 -0.9516 0.599 0.316 -0.211 -0.67
C 0.8309 -0.6452 -1.5036 -0.303 0.679 1.474 -0.28
C 1.4283 -2.0731 -1.4104 0.859 -0.610 -1.961 -0.25
N 0.5597 -2.9097 -0.4932 2.075 1.032 0.745 -0.72
H -0.1865 2.9294 2.8606 0.040 -0.095 -0.102 0.20
H -1.0143 1.4470 2.7542 -0.703 -0.563 -0.355 0.18
H -1.8803 3.0906 2.6255 0.326 -1.032 0.073 0.22
H -1.7368 2.8320 0.4982 -0.350 0.043 -0.397 0.36
H 0.9098 1.6339 0.6293 -0.919 -0.327 -0.531 0.19
H -0.0127 1.8094 -0.8951 -0.300 0.396 0.630 0.20
H -1.8396 0.2141 0.4386 0.566 -0.239 0.642 0.23
H -0.1282 -0.3412 1.0369 -0.655 -0.482 0.846 0.18
H -1.1855 -0.4163 -1.7080 -0.256 0.023 0.461 0.40
H 1.4010 0.0429 -0.8627 0.143 -0.546 0.001 0.22
H 0.9431 -0.1457 -2.4638 -0.340 -0.625 -0.350 0.25
H 2.4555 -1.9914 -1.0512 -0.228 -0.304 0.290 0.24
H 1.5350 -2.6146 -2.4158 -0.558 0.851 1.421 0.24
H -0.2169 -2.1885 -0.3313 -0.997 -0.449 -0.668 0.47
H 0.3817 -3.8151 -0.8918 -0.769 -0.237 -0.194 0.45
H 1.0488 -3.0693 0.3963 -0.194 -0.013 -0.268 0.43
```
Forces are in eV/Å.

Values from the calculation:
Charge ... +1
Frontier orbital gap ... 8.4109 eV
Structure (SMILES) ... CNCCNCC[NH3+]
HOMO level ... -11.696 eV



Entry 5:
Computed, not measured: a structure of composition H23O12 at a distorted geometry, with wB97M-V/def2-TZVPD.

```
35
Properties=species:S:1:pos:R:3:forces:R:3:nbo_charge:R:1
O -2.5949 -1.3752 -2.6002 -2.849 0.213 4.505 -1.03
H -2.8931 -2.1816 -2.8205 -0.399 -3.443 -2.196 0.50
H -3.2951 2.0870 -3.1720 -0.483 -1.094 -1.038 0.47
O 0.9729 -0.3035 -3.0255 0.539 0.134 -0.720 -0.96
H 1.1474 -1.2080 -2.7803 -0.072 -0.351 0.234 0.46
H 0.2739 -0.0130 -2.4436 -0.405 0.045 0.443 0.50
O 0.8849 -3.6387 3.1962 2.923 0.201 -0.255 -0.92
H 1.5185 -4.0478 2.5654 0.018 0.710 0.752 0.46
O -2.7910 2.8571 -2.9648 -0.628 1.230 0.759 -0.90
H 0.8309 -3.1386 -1.1774 0.584 -0.164 -1.346 0.47
H -2.9024 2.7812 -2.0043 -0.279 0.826 -0.036 0.46
O 0.2396 0.0847 0.2260 0.470 0.757 1.214 -1.15
H -0.5431 0.6284 3.4964 -1.039 -0.524 1.079 0.51
H 4.0681 1.2230 2.2121 0.826 -0.389 0.448 0.45
O -0.4506 1.4872 2.1368 3.694 -1.389 0.363 -1.13
H -1.2763 1.8194 1.9815 -3.366 1.245 -0.540 0.44
H 0.1315 -4.0500 2.8741 -2.903 -0.921 -0.555 0.46
O -0.0421 -3.3848 -0.8700 0.432 -0.126 0.061 -0.94
H 0.2048 -3.0115 -0.0287 -1.006 0.288 1.354 0.46
H -0.1024 0.7345 1.1893 0.716 0.623 -0.512 0.48
O 2.4708 -1.9515 -0.2482 0.129 -0.916 0.261 -0.98
H 2.7180 -1.2598 -0.8441 0.311 0.689 -0.775 0.48
H 2.0207 -1.4336 0.4214 -0.627 0.388 0.407 0.50
O 0.0059 3.6048 -0.1297 -1.914 0.835 -0.773 -0.96
H -0.9807 3.5483 -0.0216 1.559 0.121 -0.029 0.46
H 0.3091 2.8941 0.4156 0.298 -1.046 0.955 0.50
O -0.8099 0.1802 4.4067 -1.743 0.217 -3.013 -1.01
H -2.1146 -0.6692 -2.8138 3.272 3.364 -2.204 0.52
H -1.5629 2.1061 -2.0180 0.187 -0.364 -0.907 0.46
O -1.2514 1.2125 -1.8617 1.894 0.716 1.039 -0.99
H -0.0484 0.3450 4.8766 2.579 0.366 2.039 0.44
H -0.3803 1.4891 -1.4535 -1.021 -1.315 0.098 0.51
O 3.8645 1.3372 1.2856 -4.145 1.634 1.052 -0.94
H -0.4934 -0.4528 0.4922 -0.781 -1.247 -0.636 0.44
H 2.8710 1.6999 1.5015 3.227 -1.313 -1.529 0.48
```
Forces are in eV/Å.

Values from the calculation:
Charge ... -1
Frontier orbital gap ... 8.6654 eV
HOMO level ... -5.882 eV



Ordered energy above the lowest of the compared OMol25 structures with the same formula, charge and spin results: 78.6, 379.5, 0.0, 249.6, 515.2; unit kJ/mol.